{"formula": "C5H8N", "method": "ωB97M-V/def2-TZVPD", "lumo_ha": -0.206, "largest_force_ha_per_bohr": 0.16274, "total_charge": 1, "e_homo_ev": -14.51, "total_energy_ha": -249.65643, "symbols": ["C", "C", "C", "C", "C", "N", "H", "H", "H", "H", "H", "H", "H", "H"], "coordinates": [[0.21, -0.77, 0.60], [0.08, 1.07, -0.29], [2.79, -0.02, -0.18], [-0.96, 0.26, 0.14], [-2.41, 0.09, -0.03], [1.37, 0.11, 0.05], [0.29, -1.13, 1.61], [0.17, -1.69, -0.07], [0.24, 1.84, -0.99], [3.46, -0.84, 0.03], [-2.57, -0.16, -1.10], [-2.92, 0.96, 0.20], [-2.87, -0.63, 0.64], [3.12, 0.93, -0.60]], "mulliken_charge": [-0.482, -0.590, -0.072, 0.612, -1.107, 0.008, 0.365, 0.280, 0.404, 0.309, 0.290, 0.388, 0.336, 0.260]}

=====

{"formula": "C5H8N", "method": "ωB97M-V/def2-TZVPD", "lumo_ha": -0.177, "largest_force_ha_per_bohr": 0.07889, "total_charge": 1, "e_homo_ev": -15.28, "total_energy_ha": -249.67641, "symbols": ["C", "N", "C", "C", "C", "C", "H", "H", "H", "H", "H", "H", "H", "H"], "coordinates": [[-3.01, -0.15, 0.19], [-1.85, 0.14, 0.51], [-0.63, 0.42, 0.76], [1.17, 0.34, 0.36], [1.70, -0.90, -0.25], [1.60, 0.36, -1.06], [-3.59, 0.52, -0.44], [-3.50, -1.03, 0.59], [-0.57, 1.02, 1.67], [1.61, 0.90, 1.16], [1.03, -1.71, -0.48], [2.66, -1.24, 0.11], [2.50, 0.93, -1.28], [0.87, 0.39, -1.85]], "mulliken_charge": [-0.185, -0.003, -0.067, 0.068, -0.532, -0.527, 0.278, 0.278, 0.255, 0.408, 0.257, 0.258, 0.256, 0.256]}

=====

{"formula": "C5H8N2", "method": "ωB97M-V/def2-TZVPD", "lumo_ha": 0.024, "largest_force_ha_per_bohr": 0.02445, "e_homo_ev": -8.58, "total_energy_ha": -304.72051, "symbols": ["C", "C", "C", "C", "N", "C", "N", "H", "H", "H", "H", "H", "H", "H", "H"], "coordinates": [[-0.69, -0.77, 1.13], [1.12, -0.36, -1.01], [0.08, 0.68, -1.49], [-1.25, 0.27, -1.93], [-2.33, 0.02, -2.27], [0.49, 0.20, 1.26], [1.49, -0.11, 0.23], [-1.43, -0.51, 1.88], [-1.20, -0.79, 0.16], [-0.34, -1.80, 1.31], [0.64, 0.95, -2.38], [-0.03, 1.59, -0.88], [0.97, 0.03, 2.23], [0.19, 1.25, 1.22], [2.29, -0.64, 0.55]], "mulliken_charge": [-0.878, -0.587, -0.136, 0.354, -0.444, -0.553, -0.032, 0.331, 0.223, 0.285, 0.290, 0.235, 0.368, 0.261, 0.282]}

=====

{"formula": "C5H8N2", "method": "ωB97M-V/def2-TZVPD", "lumo_ha": 0.033, "largest_force_ha_per_bohr": 0.04688, "e_homo_ev": -8.64, "total_energy_ha": -304.80091, "symbols": ["C", "C", "C", "C", "N", "C", "N", "H", "H", "H", "H", "H", "H", "H", "H"], "coordinates": [[-1.33, -0.57, 1.79], [-0.16, -0.98, 0.87], [0.09, -0.10, -0.31], [1.00, 0.93, -0.30], [1.21, 1.27, -1.61], [0.55, 0.36, -2.35], [-0.14, -0.51, -1.61], [-0.90, 0.06, 2.55], [-2.13, -0.27, 1.11], [-1.66, -1.37, 2.46], [-0.25, -2.03, 0.57], [0.73, -1.12, 1.50], [1.25, 1.44, 0.62], [1.46, 2.18, -1.95], [0.27, 0.70, -3.34]], "mulliken_charge": [-1.026, -0.608, 0.472, -0.404, -0.084, -0.318, -0.583, 0.265, 0.353, 0.301, 0.363, 0.313, 0.376, 0.254, 0.327]}

=====

{"formula": "C5H8N2", "method": "ωB97M-V/def2-TZVPD", "lumo_ha": 0.033, "largest_force_ha_per_bohr": 0.02264, "e_homo_ev": -9.91, "total_energy_ha": -304.77385, "symbols": ["C", "C", "C", "N", "C", "C", "N", "H", "H", "H", "H", "H", "H", "H", "H"], "coordinates": [[-0.62, 1.28, 1.55], [0.29, 0.47, 0.66], [0.52, -0.98, 0.90], [-0.34, -0.54, -0.18], [0.20, -0.79, -1.50], [-0.49, -0.06, -2.58], [-0.97, 0.47, -3.49], [-1.50, 0.68, 1.80], [-0.97, 2.19, 1.05], [-0.13, 1.57, 2.49], [1.14, 1.00, 0.24], [1.50, -1.38, 0.64], [0.02, -1.50, 1.71], [1.28, -0.55, -1.58], [0.08, -1.85, -1.72]], "mulliken_charge": [-1.358, 0.387, -0.537, -0.360, -0.304, 0.139, -0.389, 0.326, 0.315, 0.318, 0.335, 0.267, 0.246, 0.297, 0.317]}

=====

{"formula": "C5H8N2", "method": "ωB97M-V/def2-TZVPD", "lumo_ha": 0.023, "largest_force_ha_per_bohr": 0.01146, "e_homo_ev": -8.78, "total_energy_ha": -304.75759, "symbols": ["C", "C", "C", "N", "C", "N", "C", "H", "H", "H", "H", "H", "H", "H", "H"], "coordinates": [[-2.38, -1.46, -1.14], [-1.56, -1.42, 0.12], [-1.09, -0.33, 0.67], [-0.69, 0.69, 1.25], [0.62, 1.17, 1.02], [1.38, 0.72, 0.12], [2.71, 1.27, 0.03], [-3.42, -1.71, -0.92], [-2.36, -0.51, -1.67], [-2.00, -2.23, -1.82], [-1.34, -2.35, 0.64], [0.90, 1.97, 1.72], [2.85, 1.71, -0.96], [2.94, 2.03, 0.79], [3.43, 0.45, 0.13]], "mulliken_charge": [-0.981, -0.430, 0.551, -0.497, 0.124, -0.370, -0.676, 0.267, 0.310, 0.291, 0.329, 0.311, 0.231, 0.304, 0.235]}

=====

{"formula": "C5H8N2", "method": "ωB97M-V/def2-TZVPD", "lumo_ha": -0.019, "largest_force_ha_per_bohr": 0.02097, "e_homo_ev": -9.15, "total_energy_ha": -304.68327, "symbols": ["N", "C", "C", "N", "C", "C", "C", "H", "H", "H", "H", "H", "H", "H", "H"], "coordinates": [[-0.94, -1.69, -1.04], [0.07, -1.03, -0.24], [1.46, -1.53, -0.45], [2.53, -1.94, -0.64], [0.25, 0.40, -0.69], [0.55, 1.29, 0.45], [-0.91, 1.68, 0.83], [-0.89, -2.70, -0.95], [-0.81, -1.44, -2.01], [-0.15, -1.16, 0.83], [-1.50, 1.94, -0.06], [1.03, 0.83, 1.33], [1.10, 2.19, 0.15], [-0.88, 2.55, 1.49], [-1.42, 0.87, 1.35]], "mulliken_charge": [-0.621, 0.607, 0.022, -0.422, -0.712, -0.125, -1.112, 0.258, 0.289, 0.195, 0.353, 0.268, 0.314, 0.352, 0.334]}

=====

{"formula": "C5H8N2", "method": "ωB97M-V/def2-TZVPD", "lumo_ha": 0.034, "largest_force_ha_per_bohr": 0.01204, "e_homo_ev": -8.46, "total_energy_ha": -304.65863, "symbols": ["C", "C", "C", "N", "H", "H", "H", "H", "H", "C", "C", "N", "H", "H", "H"], "coordinates": [[0.81, -1.07, -1.23], [-0.01, -1.21, -0.02], [-0.97, -1.64, 0.70], [0.14, -0.96, 1.45], [0.19, -1.19, -2.11], [1.33, -0.11, -1.27], [1.56, -1.86, -1.23], [-1.93, -2.06, 0.96], [0.77, -1.68, 1.82], [0.15, 2.38, -0.58], [-0.58, 1.97, 0.44], [-1.27, 1.66, 1.39], [-0.26, 2.43, -1.58], [1.19, 2.67, -0.42], [-1.14, 0.68, 1.69]], "mulliken_charge": [-1.034, 0.671, -0.435, -0.612, 0.268, 0.284, 0.311, 0.317, 0.201, -1.120, 0.757, -0.610, 0.287, 0.293, 0.422]}

=====

{"formula": "C5H8N2", "method": "ωB97M-V/def2-TZVPD", "lumo_ha": 0.022, "largest_force_ha_per_bohr": 0.02208, "e_homo_ev": -8.76, "total_energy_ha": -304.73174, "symbols": ["C", "C", "C", "N", "C", "C", "N", "H", "H", "H", "H", "H", "H", "H", "H"], "coordinates": [[1.67, -0.78, -0.58], [0.74, 0.35, -0.15], [-1.62, 2.17, 0.45], [-1.66, 0.86, 0.43], [-0.56, -0.14, 0.51], [-1.06, -1.40, -0.07], [-1.47, -2.39, -0.50], [1.23, -1.37, -1.38], [2.61, -0.36, -0.95], [1.91, -1.45, 0.25], [1.25, 1.01, 0.56], [0.47, 0.96, -1.02], [-0.54, 2.45, 0.52], [-2.58, 0.43, 0.37], [-0.37, -0.35, 1.57]], "mulliken_charge": [-1.365, -0.609, -0.377, -0.211, 0.628, 0.037, -0.428, 0.382, 0.369, 0.346, 0.359, 0.343, 0.201, 0.213, 0.113]}

=====

{"formula": "C5H8N2", "method": "ωB97M-V/def2-TZVPD", "lumo_ha": 0.040, "largest_force_ha_per_bohr": 0.00967, "e_homo_ev": -9.08, "total_energy_ha": -304.65185, "symbols": ["N", "C", "C", "N", "H", "H", "H", "H", "C", "C", "C", "H", "H", "H", "H"], "coordinates": [[1.94, -0.03, -0.53], [1.87, -0.12, 0.89], [0.64, 0.05, 1.62], [1.40, 1.06, 1.73], [2.83, 0.39, -0.81], [1.20, 0.56, -0.89], [2.68, -0.71, 1.31], [-0.35, -0.26, 1.93], [-1.14, -0.66, -0.99], [-2.29, -0.36, -0.48], [-1.53, 0.79, -1.08], [-0.37, -1.38, -1.21], [-3.20, -0.65, 0.02], [-1.05, 1.52, -0.42], [-1.84, 1.21, -2.04]], "mulliken_charge": [-0.542, 0.093, -0.234, -0.461, 0.248, 0.189, 0.392, 0.313, -0.403, -0.303, -0.537, 0.423, 0.358, 0.250, 0.213]}

=====

{"formula": "C5H8N2", "method": "ωB97M-V/def2-TZVPD", "lumo_ha": 0.029, "largest_force_ha_per_bohr": 0.20230, "e_homo_ev": -8.78, "total_energy_ha": -304.63291, "symbols": ["C", "N", "C", "C", "C", "C", "N", "H", "H", "H", "H", "H", "H", "H", "H"], "coordinates": [[2.38, -0.52, 0.32], [1.09, -0.17, -0.24], [0.73, 1.18, -0.68], [-0.54, 1.20, -0.22], [-1.06, -0.02, -0.25], [-2.39, -0.70, 0.09], [-0.06, -0.88, -0.10], [2.90, -0.34, -0.81], [2.35, -1.72, 0.77], [2.84, 0.31, 1.35], [1.36, 2.05, -0.48], [-1.32, 2.28, -0.43], [-3.21, -0.30, -0.46], [-2.61, -0.59, 1.13], [-2.45, -1.78, 0.02]], "mulliken_charge": [-0.725, 0.611, -0.295, -0.518, 0.645, -1.159, -0.795, 0.304, 0.263, 0.210, 0.314, 0.186, 0.328, 0.284, 0.347]}

=====

{"formula": "C5H8N2", "method": "ωB97M-V/def2-TZVPD", "lumo_ha": [0.010, 0.010], "largest_force_ha_per_bohr": 0.02071, "e_homo_ev": [-7.99, -7.99], "total_energy_ha": -304.66802, "symbols": ["C", "N", "C", "C", "C", "C", "N", "H", "H", "H", "H", "H", "H", "H", "H"], "coordinates": [[-2.49, -0.28, 0.11], [-1.03, -0.03, 0.03], [-0.36, -0.51, -1.19], [0.88, -0.06, -1.29], [2.37, 0.11, 0.70], [1.19, 0.68, -0.10], [-0.35, 0.61, 0.84], [-2.92, 0.13, -0.81], [-2.93, 0.20, 0.98], [-2.67, -1.36, 0.12], [-0.98, -1.14, -1.82], [3.32, 0.33, 0.20], [2.29, -0.98, 0.76], [2.42, 0.53, 1.71], [1.27, 1.77, -0.22]], "mulliken_charge": [-0.810, 0.709, -0.298, -0.816, -1.104, 0.432, -0.723, 0.347, 0.291, 0.319, 0.400, 0.297, 0.301, 0.332, 0.323]}